# 1
The following is a quantum chemistry calculation of a single C7H7F2IO molecule at a distorted geometry, from the OMol25 dataset.

spin multiplicity	3
DFT total energy	-843.4238	Eh
expectation value of S²	2.019
total charge	0
Kohn-Sham gap (spin up / spin down)	7.02 / 6.01	eV
LUMO energy (spin up / spin down)	0.618 / -3.352	eV

XYZ file:
```
18
Properties=species:S:1:pos:R:3:lowdin_spin:R:1
C -1.31667 0.23328 0.30601 0.1190
C 0.67824 -0.63781 -0.90532 0.1295
C -0.73969 1.31857 0.73075 0.0535
C 1.38015 0.38475 -0.51309 0.0210
C -0.72126 -0.77521 -0.58743 0.0437
C 0.71513 1.47910 0.25147 0.4739
C 2.18614 1.14859 1.94007 0.0092
O 1.52191 2.08206 1.26202 0.0360
F 3.38206 0.93754 1.40758 0.0000
F 2.47938 1.66975 3.09426 0.0036
I 0.41572 3.46097 -1.17061 1.0575
H -2.32035 0.23407 0.58485 0.0070
H 1.21427 -1.44335 -1.45052 0.0060
H -1.14475 2.12334 1.25670 -0.0024
H 2.39304 0.76975 -0.57182 -0.0024
H -0.77473 -1.85938 -0.11285 0.0241
H -1.32905 -0.80334 -1.51592 0.0203
H 1.68432 0.17675 2.02903 0.0003
```

# 2
The following is a quantum chemistry calculation of a molecular structure, C4H9B2Br2NOPb at a distorted geometry, from the OMol25 dataset.

DFT total energy	-5677.6782	Eh
total charge	+2
Kohn-Sham gap	4.14	eV
LUMO energy	-11.203	eV

XYZ file:
```
20
Properties=species:S:1:pos:R:3:lowdin_charge:R:1
C 1.73832 1.55395 0.30685 -0.0402
B 0.59450 0.59646 -0.36635 -0.2660
B 0.68735 0.31955 -2.00431 -0.4822
N 2.05411 0.24138 -2.61108 0.1640
O -0.42873 0.18921 -2.89865 0.0650
C -0.55709 0.04448 0.64248 -0.4305
Br -1.75267 1.49995 1.40625 0.5752
C -0.76885 -1.28249 1.02242 -0.6344
C -1.87128 -1.77969 2.05248 -0.1217
Br 0.38500 -2.66746 0.23934 0.8716
H 2.72746 1.02435 0.43280 0.1027
H 1.32774 1.96280 1.28994 0.0588
H 1.86206 2.42256 -0.42796 0.1011
H 1.97080 -0.12254 -3.57143 0.0951
H 2.65478 -0.41255 -2.09288 0.0878
H -0.38122 -0.65438 -3.38699 0.1097
H -1.45100 -2.56277 2.76678 0.1035
H -2.23901 -0.93745 2.72861 0.0383
H -2.80327 -2.16133 1.51916 0.1115
Pb -3.74900 2.72595 2.95254 1.4907
```

# 3
The following is a quantum chemistry calculation of a molecular structure, C26H40CrN6Se, from the OMol25 dataset.

spin multiplicity	4
DFT total energy	-4788.3030	Eh
expectation value of S²	3.888
total charge	+3
Kohn-Sham gap (spin up / spin down)	5.90 / 7.42	eV
LUMO energy (spin up / spin down)	-10.938 / -9.421	eV

XYZ file:
```
74
Properties=species:S:1:pos:R:3:lowdin_spin:R:1
Cr 0.24252 0.26310 -0.08675 3.0473
C 0.74186 -2.36321 -0.12404 0.0142
C 0.22495 -1.98697 -1.58831 0.0139
N -0.55886 -0.69834 -1.65023 0.0014
C -0.49035 0.28173 -2.80430 0.0071
C -0.62126 1.71927 -2.27311 0.0111
C -1.07557 2.85209 -2.92497 -0.0021
C -1.07256 4.05378 -2.20981 0.0147
C -0.61117 4.14960 -0.89241 -0.0021
C -0.14571 2.99316 -0.29457 0.0120
C 0.47854 2.80146 1.09993 0.0086
N 0.25066 1.38100 1.57056 0.0043
C 1.23996 0.58674 2.38336 0.0131
C 1.22698 -0.98247 2.07800 0.0120
N 0.28827 -1.42696 0.97675 0.0049
N -0.19664 1.86757 -1.01407 -0.0169
H 1.82816 -2.34749 -0.12440 0.0001
H 0.42737 -3.37677 0.11345 0.0024
H -0.38722 -2.79869 -1.97376 0.0025
H 1.08591 -1.88148 -2.24599 -0.0001
H -1.54113 -0.91664 -1.49336 0.0018
H -1.26819 0.06278 -3.53435 0.0006
H 0.47881 0.16896 -3.29451 0.0004
H -1.44654 2.81578 -3.94056 -0.0003
H -1.45144 4.94579 -2.69344 0.0007
H -0.63117 5.09633 -0.36854 -0.0003
H 0.06489 3.51101 1.81515 0.0007
H 1.55446 2.97364 1.04206 0.0005
H -0.64783 1.36456 2.04950 0.0020
H 1.04446 0.74047 3.44253 0.0028
H 2.22696 0.98493 2.16094 -0.0003
H 0.96552 -1.51561 2.98900 0.0019
H 2.23121 -1.28191 1.79033 -0.0001
H -0.56321 -1.78910 1.39197 0.0017
C 8.28173 0.83896 0.79012 -0.0001
C 7.20691 0.53215 -0.24670 -0.0003
C 5.98555 -0.18265 0.33297 -0.0027
C 5.08245 0.69626 1.19505 0.0002
N 4.52174 1.83555 0.44343 -0.0092
C 3.57485 1.77799 -0.51155 0.0094
Se 2.60012 0.21179 -0.92577 -0.1158
N 3.51910 2.95248 -1.16110 -0.0078
C 2.78732 3.26874 -2.39520 0.0007
C 3.70428 3.25322 -3.61563 -0.0005
C 4.22952 1.86311 -3.96730 -0.0005
C 3.15902 0.94730 -4.55143 0.0003
C 4.43505 3.81901 -0.58023 -0.0084
C 4.74838 5.15038 -0.86387 -0.0003
C 5.71653 5.72920 -0.07691 -0.0074
C 6.35640 5.01808 0.95785 -0.0065
C 6.05026 3.70661 1.23763 -0.0008
C 5.06637 3.11538 0.44201 -0.0084
H 9.16540 1.26543 0.31816 0.0000
H 8.59255 -0.06945 1.30823 0.0000
H 7.94848 1.55332 1.54516 0.0000
H 7.63059 -0.10404 -1.02475 -0.0001
H 6.89678 1.45163 -0.75804 0.0000
H 6.31799 -1.00576 0.97131 0.0000
H 5.39040 -0.63452 -0.46527 -0.0026
H 5.63031 1.12176 2.03305 -0.0001
H 4.25073 0.12546 1.60494 0.0004
H 2.32674 4.24627 -2.25115 -0.0002
H 2.00030 2.52287 -2.49772 0.0007
H 4.52927 3.94948 -3.46079 0.0000
H 3.12539 3.64978 -4.45409 -0.0001
H 4.68904 1.40033 -3.08494 -0.0006
H 5.03996 1.97363 -4.68817 -0.0001
H 2.34461 0.76896 -3.83950 0.0005
H 3.57278 -0.02495 -4.81763 -0.0001
H 2.72923 1.38044 -5.45624 0.0000
H 4.26690 5.70207 -1.65934 0.0002
H 5.99841 6.75820 -0.25376 -0.0003
H 7.11139 5.52161 1.54618 -0.0002
H 6.54588 3.17799 2.03849 0.0001
```